ORCA calculation (wB97M-V/def2-TZVPD) on 12 unconnected molecules or ions with the total composition C25H47F5O22 in a non-equilibrium geometry.

```
99
Properties=species:S:1:pos:R:3:forces:R:3:mulliken_charge:R:1
O -3.93519 -2.21243 -1.75083 2.7 0.2 -2.9 -0.538
C -3.04818 -2.21237 -2.61800 -3.1 0.2 3.0 0.596
O -2.74195 -1.13784 -3.39268 -0.5 0.2 1.3 -0.260
C -1.80775 -1.50280 -4.36008 1.0 -2.6 -0.3 -0.381
C -1.18541 -2.80354 -3.65816 -1.0 -0.1 -1.6 0.029
F -0.19621 -2.50721 -2.82212 0.8 1.0 0.9 -0.107
O -2.27098 -3.28649 -2.86808 0.4 1.0 -0.8 -0.349
H -2.38219 -1.74527 -5.25414 0.2 -0.4 -0.2 0.364
H -1.03247 -0.80519 -4.67693 -0.2 0.5 0.9 0.305
H -0.79804 -3.60620 -4.28569 -0.4 0.1 -0.3 0.333
O 0.96009 -3.06922 2.26718 -0.6 -5.4 -3.4 -0.536
C 0.80828 -4.20214 1.65305 0.7 5.0 4.8 0.472
O 1.21200 -5.36706 2.09929 1.6 0.4 2.7 -0.356
C 1.06377 -6.34715 1.14725 -0.4 -1.3 -1.0 -0.587
C 0.15634 -5.65949 0.14244 1.2 -3.5 -0.9 0.521
F -1.09253 -6.11676 0.17076 -1.6 -0.8 0.1 -0.326
O 0.11576 -4.40639 0.57949 -0.7 4.1 -2.5 -0.116
H 2.02854 -6.61790 0.71827 0.0 0.1 0.0 0.315
H 0.56645 -7.25500 1.48872 0.1 0.2 0.5 0.327
H 0.55547 -5.93503 -0.83371 -0.2 1.3 -0.6 0.244
O -1.37429 -4.20719 5.63650 1.5 4.4 -1.1 -0.533
C -1.01836 -3.04777 5.42680 -1.9 -0.5 0.7 0.648
O 0.21963 -2.51260 5.42205 0.3 -1.9 0.4 -0.307
C 0.23962 -1.13613 5.60825 -2.0 1.8 0.0 -0.411
C -1.21559 -0.69015 5.16472 1.2 -1.3 1.7 0.430
F -1.17608 -0.10331 3.96979 -0.4 -0.1 -1.6 -0.161
O -1.93129 -1.91171 5.24310 1.1 -1.3 -0.3 -0.367
H 0.26122 -0.78998 6.64160 0.5 -0.8 0.4 0.305
H 1.07530 -0.65181 5.10309 -0.3 -0.3 -0.4 0.306
H -1.70520 0.01318 5.83831 0.1 -0.1 0.1 0.101
O 1.44737 1.29467 -1.79955 0.1 -0.2 -0.4 -0.672
C 0.63618 0.71987 -1.16925 -1.7 -0.4 2.0 0.904
O 0.88123 0.04019 0.01744 0.8 1.8 -1.2 -0.392
C -0.30090 -0.59968 0.50717 1.4 -0.2 -0.7 0.528
C -1.37282 0.12131 -0.27784 -0.3 -2.5 -0.9 1.587
F -1.95490 0.99547 0.54194 -0.3 1.4 0.1 -0.149
O -0.74668 0.71112 -1.43602 1.2 -0.5 1.8 -0.623
H -0.01178 -1.62682 0.28469 -1.4 -0.4 -0.1 -0.503
H -0.45083 -0.51585 1.58355 0.2 0.4 -0.1 -0.085
H -2.11121 -0.61827 -0.58749 -0.4 0.5 -0.4 -0.652
O 1.89842 -4.20499 -3.05926 1.4 -0.1 0.2 -0.587
C 2.56621 -3.61485 -2.24524 -2.7 -4.2 -1.2 0.514
O 3.26990 -4.20834 -1.25927 -0.5 -2.5 -2.2 -0.353
C 3.89885 -3.24622 -0.57219 1.9 1.1 3.8 -0.608
C 3.02855 -2.02393 -0.77516 1.7 0.3 -0.5 0.947
F 3.79625 -0.86945 -0.91331 -1.3 -1.2 0.2 -0.362
O 2.43712 -2.37728 -2.02474 0.0 4.8 0.8 -0.003
H 3.90743 -3.56295 0.47073 -0.3 0.2 0.3 0.365
H 4.97436 -3.17168 -0.73287 0.0 0.5 -1.0 0.228
H 2.26907 -1.96899 0.00476 0.0 0.8 -0.2 -0.200
C 5.03348 4.36910 -1.37051 1.4 0.0 -0.9 -0.688
C 5.28590 3.24943 -0.36682 1.0 1.4 0.5 -0.612
C 3.93766 2.67613 -0.04567 -0.5 0.8 -1.3 0.167
O 2.96859 3.73629 -0.50577 0.9 -0.7 0.7 -0.341
C 3.65652 4.90018 -1.09059 -0.3 -1.8 0.5 -0.422
H 5.26473 3.89409 -2.32392 -1.2 0.1 -0.5 0.246
H 5.82432 5.11894 -1.39068 -0.1 0.3 0.7 0.391
H 5.66246 3.66167 0.56932 0.3 0.1 0.0 0.270
H 6.09187 2.66448 -0.80995 -0.4 -0.7 0.4 0.352
H 3.91635 2.51199 1.03169 -0.8 0.0 -0.1 0.283
H 3.73572 1.77339 -0.62219 -0.3 0.0 0.3 -0.326
H 3.69550 5.68631 -0.33657 -0.2 0.2 -0.1 0.296
H 3.04701 5.15340 -1.95804 0.3 0.3 0.1 0.290
C -4.05275 -1.08798 1.69359 -0.2 0.7 -0.7 0.093
O -5.03086 -2.01758 2.08097 -0.7 0.1 0.1 -0.582
H -4.29713 -0.04437 1.89167 0.0 0.1 1.2 0.334
H -3.10654 -1.39910 2.13629 0.2 0.3 -0.5 0.020
H -4.18295 -1.01436 0.61390 1.5 -0.4 -0.5 -0.210
H -5.64480 -1.86522 1.35885 -0.8 -0.7 0.4 0.334
C -2.48580 3.81744 -1.24337 -0.5 -1.7 -1.0 -0.068
O -2.12612 5.10111 -1.57203 0.2 1.4 0.8 -0.621
H -2.01037 3.17618 -1.98556 -0.3 -0.6 -0.2 0.125
H -2.17754 3.36356 -0.30152 0.1 0.7 0.5 -0.008
H -3.57014 3.73976 -1.32257 0.0 -0.1 0.0 0.088
H -1.28904 5.21746 -1.11666 0.7 0.5 -0.1 0.458
C 0.21345 4.13421 1.05906 -0.3 1.1 -1.0 -0.590
O 0.40667 4.67468 -0.25728 -1.0 -0.4 -0.1 -0.485
H 0.03332 3.06062 1.11423 0.8 -0.3 -0.2 0.055
H 1.07726 4.55149 1.57657 -0.4 -0.7 1.1 0.371
H -0.76460 4.50909 1.36070 0.3 0.6 0.5 0.302
H 1.20884 4.28150 -0.60875 0.4 -0.3 -0.1 0.476
C -3.08076 3.08622 3.67332 0.7 0.9 -1.2 -0.408
O -3.55118 2.14072 4.55832 -0.5 -0.9 1.1 -0.516
H -2.02768 3.33570 3.80328 0.3 -0.3 0.0 0.253
H -3.21544 2.68752 2.66784 0.1 0.0 -0.1 -0.003
H -3.58374 4.05248 3.71139 -0.5 0.0 0.2 0.402
H -3.04817 2.15019 5.37594 -0.1 0.2 0.0 0.285
C -4.76226 1.13202 -1.91592 1.9 -0.6 -0.7 -0.449
O -5.00925 1.57303 -0.60330 -1.1 0.2 -0.1 -0.486
H -5.17179 1.73410 -2.72702 -0.5 0.1 0.2 0.432
H -3.68029 1.21647 -2.01731 0.3 -0.1 -0.6 0.046
H -4.96054 0.07627 -2.10081 -0.5 0.1 0.5 0.231
H -5.11247 2.51618 -0.74964 -0.1 0.2 0.8 0.290
C 3.09796 0.32606 -4.51965 -0.3 -0.9 0.6 -0.187
O 3.41722 1.45692 -3.79097 0.9 1.4 0.3 -0.538
H 2.53469 0.58610 -5.41587 -0.1 -0.2 -0.1 0.282
H 3.98381 -0.25861 -4.76772 0.2 0.1 -0.3 0.278
H 2.53970 -0.28922 -3.81407 -0.5 -0.6 -0.6 -0.234
H 2.89657 1.44359 -2.98454 -0.1 0.2 0.0 0.477
```
Forces are in eV/Å.

Results
E_HOMO   -9.3 eV
Kohn-Sham gap   9.526 eV
SMILES   O=C1OC[C@@H](F)O1.O=C1OC[C@@H](F)O1.O=C1OC[C@@H](F)O1.O=C1OC[C@@H](F)O1.O=C1OC[C@@H](F)O1.C1CCOC1.CO.CO.CO.CO.CO.CO
Energy   -3135.21003 hartree